--- one ---
C7H12N3 | ωB97M-V with the def2-TZVPD basis set

Each line ends with the Mulliken charge.
Geometry (Å):
1 H -1.982 2.875 -0.680  0.307
2 N -1.477 2.034 -0.377  -0.558
3 C -1.995 0.939 -0.218  0.872
4 C -3.357 0.332 -0.263  -1.257
5 C -0.677 -0.210 0.295  0.156
6 N -1.072 -1.378 0.553  -0.150
7 C -1.865 -2.349 0.434  -0.277
8 N 0.457 0.397 0.433  -0.132
9 C 1.716 -0.141 0.458  -0.067
10 C 2.770 0.578 -0.056  -0.215
11 C 4.160 0.159 -0.103  -1.413
12 H -4.214 0.936 -0.535  0.362
13 H -3.505 -0.077 0.749  0.339
14 H -3.305 -0.500 -0.932  0.341
15 H -1.990 -2.875 -0.586  0.291
16 H -2.424 -2.966 1.108  0.319
17 H 0.479 1.431 0.038  0.330
18 H 1.907 -0.899 1.131  0.363
19 H 2.628 1.347 -0.809  0.272
20 H 4.696 1.087 -0.097  0.363
21 H 4.649 -0.470 0.537  0.439
22 H 4.401 -0.249 -1.078  0.316

Values from the calculation:
Charge: +1
HOMO level (eV): -12.326
Kohn-Sham gap (eV): 7.9
SMILES: [H]/N=C(C)/C(N=C)=[NH+]/C=C/C


--- two ---
C7H12N3 | ωB97M-V with the def2-TZVPD basis set

Each line ends with the Mulliken charge.
Geometry (Å):
1 C -0.531 0.925 0.473  0.526
2 C 2.648 0.202 -0.255  0.911
3 C -2.379 -0.790 0.698  -0.377
4 C -1.924 0.727 0.694  -0.428
5 C -2.628 0.062 -0.515  -0.660
6 C 3.890 0.628 -0.877  -1.122
7 C 2.336 -1.253 0.031  -1.175
8 N 0.645 0.948 0.422  0.730
9 N 1.843 1.172 0.117  -1.178
10 N -4.033 0.592 -0.492  -0.138
11 H -1.483 -1.461 0.835  0.208
12 H -3.133 -1.133 1.443  0.259
13 H -2.470 1.406 1.313  0.395
14 H 3.832 0.169 -1.911  0.315
15 H 4.836 0.272 -0.429  0.325
16 H 3.987 1.701 -0.977  0.346
17 H 2.092 -1.565 0.998  0.402
18 H 1.471 -1.580 -0.551  0.357
19 H 3.198 -1.747 -0.421  0.312
20 H -4.676 -0.117 -0.795  0.364
21 H -4.181 1.426 -0.945  0.308
22 H -4.312 0.752 0.470  0.320

Values from the calculation:
Charge: +1
HOMO level (eV): -11.374
Kohn-Sham gap (eV): 7.7


According to the calculations, the structures order from most to least stable as one, two.


--- one ---
C7H12N3 | ωB97M-V with the def2-TZVPD basis set

Each line ends with the Mulliken charge.
Geometry (Å):
1 C 3.060 0.585 0.413  -0.965
2 N 2.020 0.133 -0.562  -0.368
3 N 0.902 0.934 -0.596  -0.182
4 C -0.360 0.499 -0.229  0.797
5 C -1.397 1.564 0.048  -0.677
6 C -2.692 1.236 0.202  -0.366
7 C -3.004 -0.146 0.120  -0.600
8 C -2.079 -1.128 -0.029  -0.001
9 N -0.771 -0.798 -0.106  0.065
10 C 0.154 -1.962 0.034  -0.853
11 H 3.890 0.042 0.107  0.373
12 H 3.285 1.646 0.291  0.392
13 H 2.795 0.247 1.460  0.258
14 H 2.492 -0.062 -1.453  0.249
15 H 1.175 2.080 -0.357  0.356
16 H -1.224 2.596 -0.114  0.310
17 H -3.288 2.034 0.351  0.542
18 H -4.074 -0.502 0.247  0.309
19 H -2.153 -2.308 -0.042  0.304
20 H 1.100 -1.674 -0.366  0.302
21 H 0.273 -2.100 1.095  0.373
22 H -0.103 -2.916 -0.514  0.381

Values from the calculation:
Charge: +1
HOMO level (eV): -12.779
Kohn-Sham gap (eV): 9.2
SMILES: CN/[NH+]=c1/ccccn1C


--- two ---
C7H12N3 | ωB97M-V with the def2-TZVPD basis set

Each line ends with the Mulliken charge.
Geometry (Å):
1 C -0.711 2.068 0.129  -1.026
2 N -0.975 0.697 0.141  0.134
3 C -2.339 0.127 0.136  -0.513
4 C -2.083 -1.369 0.031  -0.550
5 N -0.637 -1.505 -0.077  -0.112
6 C -0.088 -0.338 0.227  0.192
7 N 1.306 -0.124 0.755  -0.096
8 C 2.451 0.535 0.208  -0.108
9 C 2.576 -0.262 -1.088  -0.577
10 C 2.401 -0.948 0.207  -0.263
11 H -1.483 2.738 -0.249  0.371
12 H -0.637 2.501 1.111  0.366
13 H 0.114 2.304 -0.460  0.401
14 H -2.891 0.450 -0.711  0.376
15 H -2.923 0.396 1.091  0.312
16 H -2.602 -2.161 0.696  0.319
17 H -2.638 -1.715 -0.870  0.273
18 H -0.153 -2.298 0.289  0.314
19 H 3.156 1.093 0.823  0.298
20 H 1.718 -0.262 -1.688  0.209
21 H 3.457 -0.330 -1.579  0.323
22 H 2.982 -1.596 0.877  0.357

Values from the calculation:
Charge: +1
HOMO level (eV): -13.663
Kohn-Sham gap (eV): 10.7
SMILES: CN1CC[NH+]=C1N1[C@@H]2C[C@@H]21


--- three ---
C7H12N3 | ωB97M-V with the def2-TZVPD basis set

Each line ends with the Mulliken charge.
Geometry (Å):
1 C -0.879 -1.833 -1.514  -1.145
2 C -0.047 -0.863 -1.796  0.275
3 N 0.769 -0.127 -1.025  0.182
4 C 1.650 0.939 -1.498  -0.978
5 C 1.112 -0.631 0.308  -1.185
6 C 0.040 -0.016 1.116  0.887
7 N -1.273 -0.140 1.040  0.137
8 C -1.861 0.872 1.822  -0.447
9 N -0.772 1.573 2.404  -0.428
10 C 0.271 1.076 1.980  -0.309
11 H -1.367 -2.345 -2.429  0.248
12 H -0.968 -2.315 -0.526  0.253
13 H -0.106 -0.390 -2.761  0.374
14 H 2.463 0.489 -2.101  0.354
15 H 1.142 1.750 -2.001  0.360
16 H 2.129 1.455 -0.542  0.288
17 H 2.132 -0.267 0.705  0.418
18 H 0.928 -1.800 0.169  0.385
19 H -1.736 -0.806 0.442  0.175
20 H -2.414 1.627 1.197  0.366
21 H -2.490 0.628 2.752  0.352
22 H 1.277 1.124 2.257  0.438

Values from the calculation:
Charge: +1
HOMO level (eV): -12.389
Kohn-Sham gap (eV): 7.1
SMILES: C=CN(C)CC1=[NH+]CN=C1


According to the calculations, the structures order from most to least stable as one, three, two.